(1)
C18H18FNO3 | wB97M-V/def2-TZVPD

Output
- Calculated total energy: -1077.05260 Ha
- SMILES: Cc1cc(C(=O)COC(=O)/C=C/c2cccc(F)c2)c(C)n1C
- Energy above the lowest of the compared OMol25 structures with the same formula, charge and spin: 1.317 eV
- Orbital gap: 7.8 eV
- HOMO: -8.18 eV
- LUMO level: -0.39 eV

Structure (ORCA input):
```
! wB97M-V def2-TZVPD RIJCOSX def2/J DEFGRID3
* xyz 0 1
C -1.93372 -2.52854 -1.75812
C -2.09772 -1.32352 -0.90008
C -2.76893 -1.19043 0.28116
C -2.60570 0.15035 0.72576
C -3.10254 0.62278 2.01334
O -4.18134 0.32707 2.47328
C -2.11101 1.45377 2.84040
O -0.79101 1.05885 2.50576
C 0.13041 2.00377 2.28049
O -0.03150 3.17739 2.51441
C 1.34339 1.44234 1.65678
C 1.33501 0.23930 1.07041
C 2.40742 -0.38308 0.31737
C 2.15892 -1.61225 -0.30205
C 3.13414 -2.24614 -1.04780
C 4.38529 -1.67125 -1.19630
C 4.62589 -0.45526 -0.57919
F 5.83983 0.11428 -0.71692
C 3.66839 0.19751 0.16932
C -1.85125 0.79932 -0.23977
C -1.49679 2.23296 -0.40649
N -1.55489 -0.10310 -1.21569
C -0.79043 0.20621 -2.39081
H -2.43996 -3.36714 -1.28896
H -0.88205 -2.78967 -1.88626
H -2.37125 -2.37351 -2.74488
H -3.29855 -1.95399 0.81335
H -2.29532 1.26293 3.90273
H -2.24028 2.52785 2.65735
H 2.18943 2.11192 1.63511
H 0.42407 -0.34226 1.13167
H 1.18657 -2.06822 -0.18678
H 2.92506 -3.19571 -1.51664
H 5.16407 -2.14568 -1.77143
H 3.91177 1.14041 0.63060
H -0.41512 2.37585 -0.42488
H -1.89941 2.61319 -1.34673
H -1.90778 2.83005 0.40048
H -1.33294 0.90405 -3.03378
H -0.59367 -0.70311 -2.95241
H 0.16349 0.66073 -2.11377
*
```



(2)
C18H18N2 | wB97M-V/def2-TZVPD

Output
- Calculated total energy: -806.17100 Ha
- Energy above the lowest of the compared OMol25 structures with the same formula, charge and spin: 0.769 eV
- <S²>: 0.7666
- Orbital gap (alpha / beta): 2.7 / 6.2 eV
- HOMO (alpha / beta): 0.68 / -2.93 eV
- LUMO level (alpha / beta): 3.37 / 3.23 eV

Structure (ORCA input):
```
! wB97M-V def2-TZVPD RIJCOSX def2/J DEFGRID3
* xyz -1 2
C 0.18040 -3.16747 1.82738
C 1.56953 -1.22366 -1.06047
C 0.48573 -1.83039 -0.42855
C 0.95853 -2.35112 0.81898
C 2.30279 -2.07036 0.89641
C 1.43713 -0.71648 -2.39322
C 0.15907 -0.85392 -2.93796
C -0.85783 -1.84339 -0.92301
C -0.94845 -1.39104 -2.27631
N 2.68564 -1.44036 -0.29638
H 3.57214 -1.07130 -0.58026
H 2.34348 -0.39619 -2.90784
H 3.13026 -2.42846 1.52774
H -0.15229 -0.47059 -3.90734
H -1.70151 -2.11730 -0.32641
H -0.26428 -2.51827 2.57188
H 0.80674 -3.98095 2.24007
H -1.89026 -1.41499 -2.80785
H -0.71820 -3.55468 1.31862
C 1.70155 1.53000 1.87829
C -1.80055 1.51961 0.48995
C -0.47440 1.92118 0.41916
C 0.25682 1.34889 1.50220
C -0.61665 0.46533 2.07535
C -2.81660 1.97605 -0.34206
C -2.42982 2.82456 -1.34934
C -0.11416 2.82857 -0.57732
C -1.08929 3.28119 -1.44794
N -1.88372 0.49671 1.46185
H -2.72435 0.19627 1.91797
H -3.75614 1.46576 -0.29616
H -0.37221 -0.14626 2.93910
H -3.21171 3.20225 -1.99545
H 0.93293 3.07306 -0.78983
H 2.39679 0.99027 1.23383
H 1.78912 1.13786 2.89898
H -0.83394 4.15191 -2.08215
H 1.94770 2.57770 1.70804
*
```



(3)
C18H18N2O2S | wB97M-V/def2-TZVPD

Output
- Calculated total energy: -1354.29949 Ha
- SMILES: Cc1ccc2cc(C)c(SCC(=O)NCc3ccco3)nc2c1
- Energy above the lowest of the compared OMol25 structures with the same formula, charge and spin: 17.992 eV
- Orbital gap: 8.1 eV
- HOMO: -8.39 eV
- LUMO level: -0.26 eV

Structure (ORCA input):
```
! wB97M-V def2-TZVPD RIJCOSX def2/J DEFGRID3
* xyz 0 1
C 3.15398 2.82128 -1.19880
C 1.56831 2.48535 -1.30554
C 1.06074 2.97913 -2.25880
C -0.46082 2.93582 -2.45828
C -1.02047 1.99412 -1.60703
C -2.44293 1.70264 -1.64390
C -2.93131 1.16269 -0.59171
C -4.48809 0.56904 -0.71729
C -2.10340 0.48756 0.31703
S -2.91167 -0.83221 1.58547
C -1.39406 -0.92390 2.81721
C -0.52330 -2.15228 2.21125
O -0.31278 -3.11926 3.05111
N 0.22751 -1.88337 1.30653
C 1.10261 -3.03885 0.49185
C 2.07880 -2.05497 -0.11703
C 2.06602 -1.31082 -1.48533
C 3.40118 -0.98158 -1.49260
C 4.15993 -0.94546 -0.36597
O 3.30273 -1.69783 0.50080
N -0.96219 0.65503 0.18356
C -0.35063 1.43735 -0.53582
C 0.97680 1.55761 -0.36955
H 3.70873 2.08131 -0.55926
H 3.52002 3.77283 -0.85456
H 3.57481 2.81220 -2.15000
H 1.53660 3.65184 -3.12832
H -1.09517 3.46796 -3.38573
H -3.03906 2.19815 -2.23165
H -4.81777 1.03180 0.40758
H -4.68569 -0.29005 -0.73709
H -4.95241 1.23612 -1.38529
H -0.87655 -0.16778 2.91817
H -1.99377 -1.30310 3.54084
H 0.13676 -0.84555 0.90216
H 1.51695 -3.27498 1.30323
H 0.56897 -3.36605 -0.13276
H 1.31886 -1.51261 -2.05351
H 3.72624 -0.33866 -2.54602
H 5.07257 -0.88891 -0.06910
H 1.73061 1.32026 0.54976
*
```



(4)
C18H18N4O3S | wB97M-V/def2-TZVPD

Output
- Calculated total energy: -1539.02564 Ha
- Energy above the lowest of the compared OMol25 structures with the same formula, charge and spin: 18.990 eV
- Orbital gap: 8.4 eV
- HOMO: -8.02 eV
- LUMO level: 0.36 eV

Structure (ORCA input):
```
! wB97M-V def2-TZVPD RIJCOSX def2/J DEFGRID3
* xyz 0 1
C 3.10120 3.78925 3.32475
C 2.33757 2.98426 2.14781
O 1.22210 3.09176 1.74129
N 3.25729 2.18066 1.60720
C 2.95290 1.44305 0.59074
C 4.21643 0.55125 0.24946
C 4.10367 -0.39715 -0.67462
C 2.82877 -0.45642 -1.60907
C 1.77267 0.28988 -1.15895
C 1.82554 1.11299 -0.03211
H 1.20264 1.63050 0.16607
N 0.58479 0.17108 -1.77627
C -0.02160 -0.46081 -2.73967
O 0.93391 -1.22378 -3.60142
C -1.40306 -0.45840 -3.16978
H -1.52016 0.29024 -3.56959
H -1.72230 -1.44448 -3.53814
S -2.41565 -0.49647 -1.54397
C -1.88416 -1.97022 -0.99248
N -0.85252 -2.80235 -1.28434
C -0.75157 -3.58329 -0.42880
C -1.38311 -3.52405 0.74286
N -2.19537 -2.38710 0.33446
C -3.08256 -1.70484 1.30924
C -2.65302 -0.12759 1.27431
C -1.45875 0.17617 1.64435
C -1.62389 1.68468 2.08494
C -2.78849 1.82356 1.80916
O -3.48627 0.75527 1.82776
H -3.41596 2.74072 2.17744
H -0.66630 2.28630 1.99778
H -0.52844 -0.23014 1.56145
H -4.16536 -1.52577 0.67553
H -3.43359 -2.10873 2.20718
H -1.72675 -3.92406 1.65894
H 0.03648 -4.60103 -0.68186
H -0.33369 0.65276 -1.29151
H 2.81060 -1.44608 -2.17767
H 4.94969 -0.98143 -1.24036
H 5.35865 0.59121 0.61812
H 4.21338 2.05139 2.10584
H 2.60031 4.43540 3.84917
H 4.00581 4.50743 2.96026
H 3.45788 3.28903 4.20130
*
```



(5)
C18H18N4O7 | wB97M-V/def2-TZVPD

Output
- Calculated total energy: -1442.25307 Ha
- SMILES: O=C(N[C@@H](CO)C(=O)N/N=C/C=C/c1ccc([N+](=O)[O-])o1)OCc1ccccc1
- Energy above the lowest of the compared OMol25 structures with the same formula, charge and spin: 0.573 eV
- Orbital gap: 7.3 eV
- HOMO: -8.74 eV
- LUMO level: -1.43 eV

Structure (ORCA input):
```
! wB97M-V def2-TZVPD RIJCOSX def2/J DEFGRID3
* xyz 0 1
O 1.64150 3.41182 -1.23741
C 2.73175 2.89382 -1.03013
N 3.17047 1.89282 -1.88698
C 2.43804 1.40710 -3.06385
C 3.42898 0.80297 -4.00303
O 3.88298 -0.41475 -3.42646
C 1.21407 0.51267 -2.74500
O 1.14702 -0.63400 -3.15450
N 0.19285 1.07924 -1.98005
N -0.95943 0.46334 -1.49723
C -0.93909 -0.69343 -0.84966
C -2.19672 -1.29419 -0.41395
C -2.34463 -2.40968 0.37699
C -3.62381 -2.95743 0.81375
C -4.88434 -2.46134 0.57029
C -5.79748 -3.46204 1.13269
C -5.01501 -4.45808 1.74712
N -5.55127 -5.59068 2.41157
O -6.81841 -5.69973 2.49151
O -4.73865 -6.37187 2.86777
O -3.68981 -4.13805 1.48973
O 3.59770 3.24785 -0.06024
C 2.98437 3.70655 1.14537
C 2.15464 2.60844 1.78935
C 2.78701 1.44978 2.33696
C 1.98990 0.41387 2.83965
C 0.60460 0.55280 2.80892
C 0.00280 1.69724 2.27461
C 0.77201 2.73326 1.78977
H 4.07170 1.51495 -1.65551
H 1.99129 2.25666 -3.57951
H 2.98149 0.63721 -4.98784
H 4.29238 1.49706 -4.07219
H 3.08926 -1.02024 -3.28182
H 0.36004 2.04439 -1.62364
H -0.02979 -1.17585 -0.55775
H -3.08400 -0.80158 -0.84151
H -1.45732 -2.92557 0.65308
H -5.14646 -1.53406 0.07044
H -6.87548 -3.42120 1.13968
H 2.32829 4.56701 0.94321
H 3.78346 4.10141 1.82659
H 3.86062 1.35454 2.30475
H 2.44358 -0.50718 3.24955
H 0.00470 -0.26242 3.21576
H -1.07016 1.78026 2.30895
H 0.27434 3.60631 1.35019
*
```



| no. | maximum force (eV/A) |
| --- | --- |
| 1 | 0.80 |
| 2 | 2.23 |
| 3 | 19.75 |
| 4 | 18.86 |
| 5 | 5.06 |